{
  "formula": "C44H34F12INO2PSnTe",
  "method": "ωB97M-V with the def2-TZVPD basis set",
  "species": ["Sn", "C", "C", "C", "C", "C", "N", "C", "C", "C", "C", "C", "C", "C", "C", "O", "C", "F", "F", "F", "C", "F", "F", "F", "C", "C", "C", "O", "C", "F", "F", "F", "C", "F", "F", "F", "H", "H", "H", "H", "H", "H", "H", "H", "H", "H", "H", "H", "I", "C", "C", "C", "C", "C", "C", "C", "C", "C", "P", "C", "C", "C", "C", "C", "C", "C", "C", "C", "C", "C", "C", "C", "H", "H", "H", "H", "H", "H", "H", "H", "H", "H", "H", "H", "H", "H", "H", "H", "C", "Te", "C", "H", "H", "H", "H", "H", "H"],
  "positions_angstrom": [[12.87996, 14.19781, 15.60220], [8.98122, 14.95046, 21.42281], [9.51421, 15.22568, 20.04312], [9.82453, 16.51106, 19.52576], [10.41287, 16.65380, 18.29070], [10.83906, 15.53330, 17.59025], [11.74353, 15.73902, 16.59308], [12.79047, 16.72257, 16.64019], [12.56905, 17.88236, 15.88288], [13.28443, 19.02841, 16.04300], [14.37866, 18.98292, 16.92418], [15.28298, 20.18032, 17.06254], [14.61745, 17.87492, 17.72583], [13.90239, 16.67339, 17.52529], [14.34656, 15.31424, 18.06988], [13.56641, 14.30918, 17.61472], [14.23123, 15.38640, 19.61494], [12.98071, 15.71302, 20.03666], [15.13339, 16.25329, 20.15634], [14.49493, 14.18541, 20.16265], [15.80688, 14.99396, 17.58846], [16.12161, 13.73330, 17.97171], [15.77739, 15.02350, 16.24574], [16.74790, 15.85772, 17.96059], [10.31034, 14.25597, 17.95016], [9.62338, 14.13781, 19.17504], [10.40561, 13.05488, 17.04604], [11.05954, 13.25422, 15.88418], [11.05052, 11.71967, 17.67809], [10.55797, 11.28243, 18.86727], [10.95552, 10.70229, 16.78882], [12.37318, 11.88799, 17.91847], [8.91587, 12.67162, 16.66456], [8.19139, 12.14888, 17.67627], [8.81426, 11.83329, 15.60024], [8.20558, 13.78068, 16.26403], [9.29459, 15.67414, 22.14773], [7.87426, 14.92276, 21.51405], [9.34620, 13.98379, 21.65700], [9.64678, 17.44037, 20.08884], [10.60401, 17.63529, 17.84799], [11.72036, 17.86141, 15.17475], [13.15758, 19.91701, 15.42492], [14.81426, 21.13286, 16.86211], [15.75477, 20.12465, 18.06424], [16.13299, 20.04367, 16.39313], [15.35594, 17.96015, 18.51464], [9.29767, 13.18966, 19.58410], [10.52598, 15.26643, 11.78880], [10.66848, 14.80205, 9.71894], [10.09342, 15.77950, 8.92048], [10.67821, 16.01453, 7.63438], [11.70168, 15.21312, 7.15921], [12.10796, 14.10523, 7.92661], [13.12722, 13.25183, 7.38705], [13.66076, 12.20983, 8.15352], [12.94173, 11.84752, 9.31129], [11.86493, 12.57117, 9.81509], [11.12038, 12.10750, 11.40314], [9.32474, 12.12671, 11.01919], [8.95419, 11.64900, 9.78769], [7.64069, 11.80001, 9.41311], [6.73764, 12.54593, 10.18601], [7.15530, 12.93134, 11.46627], [8.43748, 12.73883, 11.91389], [11.33027, 10.34969, 11.75065], [11.22458, 9.36825, 10.69491], [11.31112, 8.02358, 10.99985], [11.67413, 7.57375, 12.26318], [11.75429, 8.52324, 13.26496], [11.58355, 9.89589, 13.02481], [11.53946, 13.78354, 9.17938], [9.29144, 16.44328, 9.26185], [10.40834, 16.90106, 7.07320], [12.12626, 15.35610, 6.17333], [13.56291, 13.51756, 6.44484], [14.50533, 11.61668, 7.80392], [13.31303, 10.92136, 9.84229], [9.66785, 11.24532, 9.09569], [7.27420, 11.17215, 8.62072], [5.79116, 12.72022, 9.77326], [6.44742, 13.35426, 12.16708], [8.79813, 12.99356, 12.91497], [11.01480, 9.67417, 9.65502], [11.10921, 7.30414, 10.20115], [11.91487, 6.51835, 12.43469], [11.95911, 8.21746, 14.28473], [11.66668, 10.62141, 13.81960], [15.50852, 14.01649, 10.91632], [15.89815, 14.75262, 12.90820], [16.32704, 12.90522, 13.98581], [15.38651, 12.96000, 11.05556], [16.42750, 14.18926, 10.37667], [14.66883, 14.51767, 10.46306], [17.17680, 12.40637, 13.53734], [15.40613, 12.31102, 14.08395], [16.62621, 13.29700, 14.95044]],
  "atomic_forces_ev_per_a": [[0.341, -1.233, -1.054], [-0.505, 0.697, -0.821], [-0.763, 0.727, -0.023], [0.234, 1.078, -0.173], [-0.380, 1.476, 2.179], [1.707, 0.666, -2.731], [-0.013, -1.403, 1.733], [-0.777, 1.520, 0.896], [-1.717, -0.488, -0.939], [1.802, -0.180, -0.011], [-0.497, 1.177, 0.378], [0.764, -1.005, 0.761], [-0.532, -0.844, -0.583], [-0.205, 0.923, -0.193], [-0.222, 0.817, 0.288], [-0.679, -0.437, -0.126], [0.678, -1.014, 1.248], [0.772, 0.226, -0.594], [-0.982, -0.304, -0.461], [-0.114, 0.447, -0.293], [-0.411, -0.451, 0.509], [0.200, 1.142, -0.284], [0.103, -0.103, -0.232], [-0.042, -0.359, 0.287], [-1.290, -1.559, 1.556], [1.461, 0.112, -1.037], [-0.044, -1.596, -0.224], [0.221, 0.001, -0.223], [0.810, -0.811, 0.661], [-0.326, 0.544, -0.881], [-0.239, 0.934, 0.665], [-0.672, 0.397, -0.501], [-2.055, 0.109, -1.557], [0.817, 0.031, -0.271], [0.692, 0.557, 1.340], [1.022, -0.309, 0.485], [0.402, 0.410, 0.340], [0.494, -0.006, -0.544], [0.230, -0.958, 0.706], [-0.170, -0.714, -0.082], [0.043, -0.300, 0.369], [0.444, 0.026, 0.483], [-0.293, -0.305, 0.167], [-0.136, 0.137, 0.078], [-0.408, 0.508, -0.394], [-0.051, 0.164, -0.285], [0.222, -0.313, -0.329], [0.056, -0.131, -0.528], [-0.008, 0.376, -0.245], [-0.704, 0.379, -0.305], [1.108, -0.137, -0.380], [0.398, -0.491, -0.128], [-1.385, 0.654, 0.649], [0.846, -1.441, -0.943], [0.566, -0.427, 1.590], [-1.419, 0.915, -0.896], [0.710, -1.183, 0.797], [1.337, -1.073, 0.159], [-0.345, 0.385, 1.346], [1.500, 0.710, 0.505], [-0.663, 0.489, 0.186], [-1.086, -0.169, 0.191], [2.321, -1.095, 0.479], [-1.197, 0.484, 0.172], [0.685, -1.086, -0.608], [0.492, -1.526, -2.502], [-0.412, 0.786, 0.889], [0.133, -0.300, -1.125], [-0.079, 0.315, 0.224], [0.200, 0.111, 0.661], [0.011, -0.375, -0.124], [-0.658, 1.608, 0.364], [0.623, -0.216, 0.158], [-0.355, -0.177, -0.046], [0.135, 0.201, 0.158], [0.128, 0.062, -0.393], [-0.261, 0.163, 0.110], [-0.704, 1.125, -0.491], [0.167, -0.375, -0.063], [-0.152, 0.496, -0.805], [-1.394, 0.213, -0.017], [-0.179, 0.261, -0.171], [-0.389, 0.047, -0.389], [0.126, -0.177, 0.764], [0.300, 0.160, 0.219], [-0.382, 0.475, 0.070], [0.111, -0.051, -0.047], [0.005, -0.025, 0.272], [0.805, 0.162, 0.833], [-0.151, -0.165, 0.170], [-0.539, 0.744, -0.342], [-0.421, -0.488, -0.230], [0.053, 0.074, -0.331], [-0.285, -0.030, 0.004], [-0.165, -0.265, -0.134], [0.563, 0.033, -0.183], [0.020, -0.153, 0.165]],
  "mulliken_charge": [0.49, -1.74, 0.67, -0.75, -0.48, 0.96, 0.41, 0.14, -0.73, -0.75, 0.85, -1.62, -0.92, -0.54, 1.36, -0.95, 0.52, -0.14, -0.26, -0.24, 0.61, -0.26, -0.10, -0.25, -0.78, -0.91, 1.78, -0.55, 0.31, -0.28, -0.21, -0.13, 0.54, -0.26, -0.17, -0.30, 0.44, 0.32, 0.48, 0.46, 0.57, 0.52, 0.46, 0.44, 0.37, 0.33, 0.45, 0.50, 0.25, -0.58, -0.85, -0.62, -0.88, 1.05, -1.03, -0.97, -0.51, 0.75, 1.03, 1.05, -0.32, -0.77, -0.97, -0.49, -0.45, 0.52, -0.03, -0.67, -0.67, -0.33, -0.62, 0.16, 0.46, 0.39, 0.40, 0.41, 0.48, 0.37, 0.11, 0.39, 0.53, 0.44, 0.39, 0.20, 0.37, 0.39, 0.41, 0.37, -0.89, 0.23, -0.91, 0.23, 0.48, 0.20, 0.49, 0.20, 0.15],
  "e_tot_ha": -4221.73464,
  "relative_energy_ev": 0.000,
  "homo_ev": [-9.36, -9.31],
  "lumo_ev": [-7.24, -7.26],
  "orbital_gap_ev": [2.12, 2.05],
  "max_force_ev_per_a": 3.3,
  "charge": 1
}